Entry 1:
Molecular formula: C4H4Cl3NO2
Method: DFT, the ωB97M-V functional and the def2-TZVPD basis

Element x y z (Å)
C -0.6938 -0.9354 0.9978
C 1.4174 -0.6228 -1.0843
C 0.3044 0.0210 -0.3920
C -0.4119 1.1925 -0.9821
N -0.6625 -0.2711 2.1243
O -1.2097 -1.9971 0.8011
O 1.6786 0.1801 0.0207
Cl 1.8329 -0.1810 -2.7414
Cl -1.1055 2.2447 0.3127
Cl -1.7295 0.5018 -2.0119
H 1.6316 -1.7760 -0.8650
H 0.1329 2.0107 -1.4323
H 0.1128 0.2290 2.3885
H -1.2978 -0.5964 2.8641

Summary:
Total charge: 0
E_tot, eV: -47362.8236
ΔE to the lowest compared entry with this formula, charge and spin, kcal/mol: 47.7
Strongest force on any atom, eV/A: 4.0
Orbital gap, eV: 10.473

And the Löwdin charges, in e, turn out to be: atom 1 (C): -0.41, atom 2 (C): -0.69, atom 3 (C): -0.42, atom 4 (C): -0.99, atom 5 (N): 0.16, atom 6 (O): 0.09, atom 7 (O): -0.03, atom 8 (Cl): 0.66, atom 9 (Cl): 0.58, atom 10 (Cl): 0.60, atom 11 (H): 0.17, atom 12 (H): 0.05, atom 13 (H): 0.08, atom 14 (H): 0.15

Entry 2:
Molecular formula: C23H30BeBr2Cs2FN5NaO12S
Method: DFT, the ωB97M-V functional and the def2-TZVPD basis

Element x y z (Å)
C 0.0389 3.6473 -4.2639
C -0.3961 3.5924 -3.1080
C -1.0068 3.4183 -1.5960
C -0.9019 1.9716 -1.2566
C -0.8285 1.3390 -0.0039
N -0.7134 -0.0191 -0.2228
C -0.5744 -1.0693 0.8125
C -1.9608 -1.4713 1.4335
C -2.2029 -0.8816 2.8691
C -1.5368 -1.7948 3.9372
C -1.0716 -1.0280 5.1977
O 0.0021 -0.1051 4.7931
C 0.7412 0.3358 5.8362
C 1.5703 -0.5909 6.7485
O 0.7995 1.5205 6.0515
C -0.7128 -0.3032 -1.5444
N -0.5801 -1.5083 -2.2150
C -1.7577 -2.4069 -2.0725
C -0.1568 -1.3148 -3.5695
C 1.2722 -0.7431 -3.7629
O -0.8263 -1.5664 -4.5343
N -0.8338 0.8985 -2.1242
H 0.5461 3.3387 -5.1729
H -0.3201 3.9892 -0.9462
H -2.0632 3.8413 -1.4798
H -0.8413 1.8305 0.9682
H -0.0398 -1.9608 0.4491
H 0.0345 -0.6331 1.6275
H -2.7662 -1.1720 0.7388
H -2.0047 -2.5730 1.5483
H -1.7516 0.1298 2.9434
H -3.2689 -0.7988 3.1253
H -0.6481 -2.2911 3.5134
H -2.2500 -2.5606 4.2779
H -0.6733 -1.7614 5.9334
H -1.9455 -0.5214 5.6639
H 2.5523 -0.7724 6.2641
H 1.0877 -1.5543 6.9645
H 1.7945 -0.0156 7.6605
H -1.4357 -3.4669 -2.5246
H -2.6527 -2.0785 -2.6267
H -1.9331 -2.5466 -0.9932
H 1.3441 -0.0955 -4.6434
H 1.9556 -1.6130 -3.8038
H 1.5380 -0.2134 -2.8285
H -0.8439 1.0339 -3.1267
C -0.5393 7.9357 -2.7186
O -0.1705 9.1005 -2.6208
N 0.2642 6.9531 -3.2216
N -1.7886 7.5274 -2.3342
H -0.0149 5.9842 -3.3129
H 1.1966 7.2171 -3.5028
H -2.4014 8.2245 -1.9454
H -2.1122 6.5804 -2.4081
F -3.7325 -0.8466 5.2799
Cs -2.8464 3.8918 -4.0738
O 2.8816 2.5897 -0.5245
S 3.3304 2.9081 -1.9352
O 4.8063 3.0049 -1.9133
O 2.7274 4.1417 -2.4135
O 2.9340 1.7722 -2.8091
Na -0.6031 8.5424 -4.9935
Be 4.0520 0.9048 -0.7109
Br -3.3851 1.3482 -0.0922
Br -1.0491 -4.8762 -3.5725
C 0.8006 -6.3812 -0.4487
C 0.1850 -5.3681 0.2960
C 1.1221 -4.6196 1.2414
O 0.7778 -3.6411 1.9263
C 2.4957 -5.0813 1.3432
C 3.1195 -6.0949 0.6207
C 2.2045 -6.7811 -0.4068
O 2.5927 -7.6394 -1.1802
O 4.2865 -6.4739 0.7204
O -0.9990 -5.0285 0.2596
H 0.2062 -6.9530 -1.1516
H 3.0739 -4.5447 2.0773
Cs 2.8070 -3.7525 3.5879

Summary:
Total charge: -1
E_tot, eV: -215896.4445
Strongest force on any atom, eV/A: 8.4
Orbital gap, eV: 1.203

And the Löwdin charges, in e, turn out to be: atom 1 (C): -0.05, atom 2 (C): -0.37, atom 3 (C): -0.18, atom 4 (C): -0.40, atom 5 (C): -0.18, atom 6 (N): 0.00, atom 7 (C): -0.09, atom 8 (C): -0.19, atom 9 (C): -0.19, atom 10 (C): -0.18, atom 11 (C): -0.17, atom 12 (O): -0.03, atom 13 (C): -0.53, atom 14 (C): 0.00, atom 15 (O): 0.09, atom 16 (C): -0.25, atom 17 (N): 0.01, atom 18 (C): -0.11, atom 19 (C): -0.48, atom 20 (C): 0.01, atom 21 (O): 0.07, atom 22 (N): 0.17, atom 23 (H): 0.08, atom 24 (H): 0.13, atom 25 (H): 0.04, atom 26 (H): 0.13, atom 27 (H): 0.11, atom 28 (H): 0.13, atom 29 (H): 0.04, atom 30 (H): 0.11, atom 31 (H): 0.10, atom 32 (H): 0.09, atom 33 (H): 0.08, atom 34 (H): 0.12, atom 35 (H): 0.10, atom 36 (H): 0.10, atom 37 (H): 0.08, atom 38 (H): 0.06, atom 39 (H): 0.08, atom 40 (H): -0.23, atom 41 (H): 0.10, atom 42 (H): 0.08, atom 43 (H): 0.08, atom 44 (H): 0.10, atom 45 (H): 0.05, atom 46 (H): 0.15, atom 47 (C): -0.72, atom 48 (O): 0.04, atom 49 (N): 0.19, atom 50 (N): 0.19, atom 51 (H): 0.06, atom 52 (H): 0.14, atom 53 (H): 0.13, atom 54 (H): 0.07, atom 55 (F): -0.69, atom 56 (Cs): 1.16, atom 57 (O): -0.43, atom 58 (S): 0.15, atom 59 (O): -0.40, atom 60 (O): -0.40, atom 61 (O): -0.42, atom 62 (Na): 0.76, atom 63 (Be): 0.68, atom 64 (Br): 0.04, atom 65 (Br): -0.05, atom 66 (C): 0.11, atom 67 (C): -0.37, atom 68 (C): -0.38, atom 69 (O): -0.22, atom 70 (C): -0.20, atom 71 (C): -0.40, atom 72 (C): -0.33, atom 73 (O): 0.09, atom 74 (O): 0.04, atom 75 (O): 0.07, atom 76 (H): 0.11, atom 77 (H): -0.29, atom 78 (Cs): 1.42

Entry 3:
Molecular formula: C24H56INO8PSi
Method: DFT, the ωB97M-V functional and the def2-TZVPD basis

Element x y z (Å)
C -3.1921 -1.8286 -1.0570
C -1.9617 -0.9312 -0.6615
C -0.7861 -1.4330 -1.5890
C -1.7101 -1.1923 0.8466
C -0.7912 -0.1506 1.5910
P 1.0529 -0.4642 1.4527
O 1.5627 -0.0817 -0.1387
I 1.5195 -2.8874 1.5928
Si -1.2138 -0.3127 3.4844
C -0.0462 0.7602 4.5585
C -3.0109 0.2206 3.8753
C -1.1324 -2.1658 3.9976
C -1.0419 1.3217 1.0584
C -2.2599 1.4354 0.0745
C -3.6373 1.4652 0.8335
C -2.1582 2.8814 -0.5859
N -2.2301 0.4800 -1.0520
O -3.3660 0.6224 -1.6671
H -4.0905 -1.5658 -0.4757
H -3.3492 -1.8777 -2.1410
H -2.8985 -2.8548 -0.7404
H -0.3098 -2.3512 -1.2115
H -0.0895 -0.6064 -1.7929
H -1.2711 -1.6707 -2.5581
H -2.6651 -1.2599 1.4119
H -1.2702 -2.2063 0.9193
H 2.0279 0.7520 -0.0398
H -0.6265 1.2453 5.3645
H 0.7494 0.1126 4.9668
H 0.3676 1.5782 3.9348
H -3.2335 -0.1340 4.9003
H -3.7104 -0.3319 3.2168
H -3.1690 1.3085 3.8060
H -0.1231 -2.4761 4.3099
H -1.8821 -2.3119 4.8005
H -1.4088 -2.7926 3.1311
H -1.3100 1.9398 1.9418
H -0.1212 1.7495 0.6136
H -3.9527 0.4514 1.1252
H -4.4139 1.9677 0.2430
H -3.4553 2.0876 1.7309
H -1.6842 2.7942 -1.5808
H -1.5097 3.5682 -0.0049
H -3.1520 3.3492 -0.6298
C -2.2598 -6.3031 -0.3024
O -2.5457 -5.4112 -1.3681
C -1.7819 -5.6919 -2.5344
C -2.6077 -6.4291 -3.5736
O -2.9525 -7.7355 -3.1314
C -4.2896 -7.8178 -2.6657
H -3.0262 -6.1711 0.4614
H -2.2689 -7.3442 -0.6317
H -1.2846 -6.0644 0.1354
H -0.8804 -6.2580 -2.2826
H -1.4695 -4.7293 -2.9519
H -2.0059 -6.5467 -4.4799
H -3.5024 -5.8567 -3.8354
H -4.9846 -7.7858 -3.5110
H -4.5256 -7.0146 -1.9640
H -4.4086 -8.7730 -2.1545
C 4.4498 -0.7007 -1.4759
O 5.6220 -1.0014 -2.2174
C 5.4893 -0.6861 -3.5964
C 6.1905 0.6174 -3.9358
O 5.5498 1.7280 -3.3200
C 6.2365 2.1801 -2.1650
H 4.6967 -0.7553 -0.4155
H 4.0771 0.3022 -1.6980
H 3.6704 -1.4373 -1.6906
H 4.4354 -0.6456 -3.8872
H 5.9630 -1.4970 -4.1581
H 6.1337 0.7749 -5.0172
H 7.2474 0.5729 -3.6571
H 7.1506 2.7090 -2.4539
H 6.4843 1.3566 -1.4913
H 5.5843 2.8770 -1.6379
C 0.5500 5.2392 2.8067
O 1.7464 4.9407 2.1035
C 1.6419 5.2277 0.7146
C 2.3287 6.5347 0.3608
O 1.6556 7.6459 0.9368
C 2.3085 8.1377 2.0961
H 0.7665 5.2069 3.8743
H 0.1696 6.2320 2.5572
H -0.2136 4.4860 2.5810
H 0.5933 5.2426 0.4016
H 2.1403 4.4124 0.1803
H 2.2925 6.6667 -0.7248
H 3.3799 6.5149 0.6627
H 3.2186 8.6770 1.8144
H 2.5568 7.3351 2.7941
H 1.6321 8.8338 2.5921

Summary:
Total charge: 0
E_tot, eV: -68928.7401
ΔE to the lowest compared entry with this formula, charge and spin, kcal/mol: 31.4
Strongest force on any atom, eV/A: 3.1
2S+1: 2
Orbital gap (spin up / spin down), eV: 8.701 / 8.648

And the Löwdin charges, in e, turn out to be: atom 1 (C): -0.04, atom 2 (C): -0.44, atom 3 (C): -0.02, atom 4 (C): -0.20, atom 5 (C): -0.61, atom 6 (P): 0.57, atom 7 (O): -0.42, atom 8 (I): 0.46, atom 9 (Si): 0.52, atom 10 (C): -0.19, atom 11 (C): -0.18, atom 12 (C): -0.21, atom 13 (C): -0.15, atom 14 (C): -0.44, atom 15 (C): -0.02, atom 16 (C): -0.02, atom 17 (N): -0.11, atom 18 (O): -0.02, atom 19 (H): 0.09, atom 20 (H): 0.08, atom 21 (H): 0.08, atom 22 (H): 0.06, atom 23 (H): 0.07, atom 24 (H): 0.08, atom 25 (H): 0.09, atom 26 (H): 0.05, atom 27 (H): 0.02, atom 28 (H): 0.03, atom 29 (H): 0.03, atom 30 (H): 0.02, atom 31 (H): 0.04, atom 32 (H): 0.03, atom 33 (H): 0.03, atom 34 (H): 0.00, atom 35 (H): 0.03, atom 36 (H): 0.01, atom 37 (H): 0.10, atom 38 (H): 0.10, atom 39 (H): 0.07, atom 40 (H): 0.08, atom 41 (H): 0.08, atom 42 (H): 0.09, atom 43 (H): 0.07, atom 44 (H): 0.07, atom 45 (C): -0.10, atom 46 (O): -0.21, atom 47 (C): -0.20, atom 48 (C): -0.20, atom 49 (O): -0.19, atom 50 (C): -0.11, atom 51 (H): 0.09, atom 52 (H): 0.08, atom 53 (H): 0.09, atom 54 (H): 0.13, atom 55 (H): 0.12, atom 56 (H): 0.12, atom 57 (H): 0.13, atom 58 (H): 0.09, atom 59 (H): 0.08, atom 60 (H): 0.09, atom 61 (C): -0.12, atom 62 (O): -0.19, atom 63 (C): -0.20, atom 64 (C): -0.20, atom 65 (O): -0.19, atom 66 (C): -0.11, atom 67 (H): 0.09, atom 68 (H): 0.08, atom 69 (H): 0.09, atom 70 (H): 0.13, atom 71 (H): 0.12, atom 72 (H): 0.12, atom 73 (H): 0.13, atom 74 (H): 0.09, atom 75 (H): 0.08, atom 76 (H): 0.08, atom 77 (C): -0.11, atom 78 (O): -0.19, atom 79 (C): -0.20, atom 80 (C): -0.20, atom 81 (O): -0.19, atom 82 (C): -0.11, atom 83 (H): 0.09, atom 84 (H): 0.09, atom 85 (H): 0.08, atom 86 (H): 0.12, atom 87 (H): 0.12, atom 88 (H): 0.13, atom 89 (H): 0.13, atom 90 (H): 0.09, atom 91 (H): 0.08, atom 92 (H): 0.09

Entry 4:
Molecular formula: CH2BrNOS
Method: DFT, the ωB97M-V functional and the def2-TZVPD basis

Element x y z (Å)
C 1.0785 -0.4953 0.0230
N 0.9267 0.6889 0.0272
O -1.9900 -0.9681 0.2689
S 1.4654 -1.9949 -0.2030
Br -2.1605 0.5548 -0.1621
H -0.7795 0.8388 -0.3954
H 1.4595 1.3756 0.4414

Summary:
Total charge: 0
E_tot, eV: -85479.8177
ΔE to the lowest compared entry with this formula, charge and spin, kcal/mol: 108.0
Strongest force on any atom, eV/A: 5.1
Orbital gap, eV: 8.897

And the Löwdin charges, in e, turn out to be: atom 1 (C): -0.85, atom 2 (N): 0.06, atom 3 (O): -0.90, atom 4 (S): 0.77, atom 5 (Br): 0.99, atom 6 (H): -0.15, atom 7 (H): 0.08

Entry 5:
Molecular formula: C5H8
Method: DFT, the ωB97M-V functional and the def2-TZVPD basis

Element x y z (Å)
C 0.4801 -0.2410 -2.0237
C 0.9917 -0.9838 -0.8217
C 0.2648 -0.8872 0.2636
C -0.0272 0.0766 1.0972
C -1.1659 0.5195 1.9249
H 0.7644 -0.7196 -2.9592
H 0.8837 0.7853 -2.0156
H -0.6098 -0.1568 -1.9736
H 0.7204 0.8563 0.9569
H 2.0251 -1.3007 -0.7541
H -0.7744 1.0512 2.7942
H -1.6809 1.2556 1.2931
H -1.8720 -0.2553 2.2179

Summary:
Total charge: 0
E_tot, eV: -5311.8092
ΔE to the lowest compared entry with this formula, charge and spin, kcal/mol: 54.4
SMILES: CC=C=CC
Strongest force on any atom, eV/A: 0.9
Orbital gap, eV: 9.668

And the Löwdin charges, in e, turn out to be: atom 1 (C): -0.10, atom 2 (C): -0.18, atom 3 (C): -0.05, atom 4 (C): -0.21, atom 5 (C): -0.11, atom 6 (H): 0.06, atom 7 (H): 0.08, atom 8 (H): 0.08, atom 9 (H): 0.11, atom 10 (H): 0.10, atom 11 (H): 0.07, atom 12 (H): 0.08, atom 13 (H): 0.07

Entry 6:
Molecular formula: CH6N2O2
Method: DFT, the ωB97M-V functional and the def2-TZVPD basis

Element x y z (Å)
C 1.3083 -0.5424 -0.0966
N 0.4473 -1.1464 0.7402
N -2.0587 1.0523 -0.4719
O -0.9336 0.4294 -0.1649
O 2.3122 0.2162 0.5021
H 2.0260 0.3762 1.4125
H -0.1339 -1.8069 0.2261
H -2.3005 1.8190 0.1492
H -2.8376 0.4570 -0.7381
H 1.7260 -1.1015 -0.9464
H 0.4446 0.2471 -0.6122

Summary:
Total charge: 0
E_tot, eV: -8204.0350
ΔE to the lowest compared entry with this formula, charge and spin, kcal/mol: 157.7
Strongest force on any atom, eV/A: 1.5
Orbital gap (spin up / spin down), eV: 9.418 / 7.969

And the Löwdin charges, in e, turn out to be: atom 1 (C): -0.45, atom 2 (N): 0.10, atom 3 (N): -0.01, atom 4 (O): -0.23, atom 5 (O): -0.04, atom 6 (H): 0.09, atom 7 (H): 0.06, atom 8 (H): 0.10, atom 9 (H): 0.10, atom 10 (H): 0.13, atom 11 (H): 0.15